Version i
Molecular formula: C5H7N2
Method: DFT, the ωB97M-V functional and the def2-TZVPD basis

Results
E_LUMO, eV: -6.164
Highest occupied orbital energy, eV: -15.237
2S+1: 1
Charge: +1

Each line ends with the natural charge from an NBO analysis.
Element x y z (Å)
C: 1.78 -0.82 -2.18  -0.11
C: 1.77 -0.36 -0.94  -0.35
C: -0.48 0.00 0.43  -0.30
C: 0.49 -0.28 -0.32  0.40
C: -1.60 -0.87 0.93  -0.60
N: -0.85 3.44 2.11  0.18
N: -0.88 2.61 1.41  -0.05
H: 2.69 -0.79 -2.69  0.24
H: 0.77 -0.77 -2.65  0.23
H: 2.49 -0.33 -0.19  0.26
H: -0.50 1.22 0.87  0.37
H: -1.84 -1.71 0.35  0.25
H: -1.48 -1.10 1.98  0.26
H: -2.36 -0.24 0.89  0.23

---

Version ii
Molecular formula: C5H7N2
Method: DFT, the ωB97M-V functional and the def2-TZVPD basis

Results
E_LUMO (spin up / spin down), eV: -6.805 / -6.805
Highest occupied orbital energy (spin up / spin down), eV: -14.822 / -14.822
2S+1: 1
Charge: +1

Each line ends with the natural charge from an NBO analysis.
Element x y z (Å)
C: 1.58 -2.55 -0.24  0.06
C: 1.32 -1.61 0.92  0.24
C: -0.69 1.02 1.18  -0.41
C: -0.34 0.57 0.02  0.29
C: -0.69 0.79 -1.30  -0.72
N: 1.18 -1.68 -1.06  -0.13
N: 0.91 -0.71 0.03  -0.16
H: 1.82 -3.53 -0.46  0.25
H: 1.01 -1.80 1.92  0.24
H: -0.27 0.52 2.10  0.24
H: -1.45 1.77 1.47  0.29
H: 0.20 1.18 -1.80  0.26
H: -1.48 1.53 -1.19  0.28
H: -1.16 -0.10 -1.87  0.28

---

The calculated energies rank the structures as follows, beginning with the most stable: version i, version ii.

---

Version i
Molecular formula: C3H2F2O
Method: DFT, the ωB97M-V functional and the def2-TZVPD basis

Results
E_LUMO, eV: -0.213
SMILES: O=C/C(F)=C\F
Highest occupied orbital energy, eV: -10.503
2S+1: 1

Each line ends with the natural charge from an NBO analysis.
Element x y z (Å)
C: 1.30 0.48 0.05  0.20
C: -0.04 0.44 0.11  0.21
C: -0.74 -0.85 0.10  0.34
H: 1.84 1.46 -0.16  0.20
H: -0.07 -1.77 0.28  0.14
O: -1.93 -0.87 -0.10  -0.48
F: 2.01 -0.70 -0.07  -0.32
F: -0.84 1.46 -0.03  -0.28

---

Version ii
Molecular formula: C3H2F2O
Method: DFT, the ωB97M-V functional and the def2-TZVPD basis

Results
E_LUMO, eV: -0.307
Highest occupied orbital energy, eV: -10.226
2S+1: 1

Each line ends with the natural charge from an NBO analysis.
Element x y z (Å)
C: 1.40 1.25 -0.60  -0.06
C: 0.84 0.17 -0.40  -0.17
C: -0.02 -0.83 0.13  0.92
O: -1.81 -0.11 -0.10  -0.85
F: -0.28 -1.94 -0.47  -0.25
F: 0.04 -0.93 1.45  -0.28
H: 1.90 2.17 -0.73  0.25
H: -2.07 0.22 0.73  0.44

---

Version iii
Molecular formula: C3H2F2O
Method: DFT, the ωB97M-V functional and the def2-TZVPD basis

Results
E_LUMO, eV: 0.421
SMILES: O=CC=C(F)F
Highest occupied orbital energy, eV: -10.049
2S+1: 1

Each line ends with the natural charge from an NBO analysis.
Element x y z (Å)
C: -1.11 -0.42 -0.02  0.84
C: -0.16 0.54 -0.09  -0.54
C: 1.34 0.11 -0.05  0.40
H: -0.41 1.60 0.06  0.24
H: 2.02 0.96 -0.01  0.13
O: 1.62 -1.06 0.11  -0.52
F: -0.92 -1.62 -0.08  -0.23
F: -2.39 -0.11 0.08  -0.31

---

The calculated energies rank the structures as follows, beginning with the most stable: version iii, version i, version ii.

---

Version i
Molecular formula: H12O6
Method: DFT, the ωB97M-V functional and the def2-TZVPD basis

Results
E_LUMO, eV: -0.077
SMILES: O.O.O.O.O.O
Highest occupied orbital energy, eV: -10.969
2S+1: 1

Each line ends with the natural charge from an NBO analysis.
Element x y z (Å)
O: 21.07 -18.64 5.70  -0.95
H: 21.90 -18.84 5.27  0.49
H: 21.28 -18.56 6.63  0.47
O: 24.36 -18.09 3.23  -0.96
H: 23.40 -18.15 2.99  0.46
H: 24.44 -18.83 3.83  0.48
O: 25.82 -16.46 5.25  -0.93
H: 25.73 -16.84 6.10  0.45
H: 25.23 -17.07 4.80  0.48
O: 21.19 -21.22 6.53  -0.97
H: 21.01 -20.45 6.02  0.48
H: 21.73 -21.03 7.26  0.46
O: 21.91 -21.07 3.46  -0.95
H: 21.02 -20.85 3.31  0.48
H: 22.14 -21.36 2.57  0.48
O: 23.71 -19.61 5.13  -1.01
H: 23.28 -20.37 4.63  0.53
H: 24.12 -19.89 5.98  0.50

---

Version ii
Molecular formula: H12O6
Method: DFT, the ωB97M-V functional and the def2-TZVPD basis

Results
E_LUMO, eV: -0.153
SMILES: O.O.O.O.O.O
Highest occupied orbital energy, eV: -10.343
2S+1: 1

Each line ends with the natural charge from an NBO analysis.
Element x y z (Å)
O: -1.82 1.71 -1.01  -0.95
H: -2.15 1.65 -0.12  0.48
H: -2.55 1.43 -1.56  0.49
O: 1.06 -0.52 2.99  -0.96
H: 1.88 -0.78 3.41  0.49
H: 1.15 0.41 2.82  0.48
O: 0.99 -1.65 -3.14  -0.96
H: 1.64 -0.96 -3.29  0.46
H: 0.58 -1.42 -2.31  0.49
O: -0.50 -2.77 2.19  -0.95
H: -0.03 -2.04 2.59  0.48
H: -1.10 -3.07 2.88  0.46
O: 0.07 -0.41 -0.74  -0.96
H: -0.80 0.00 -0.74  0.48
H: 0.34 -0.40 0.18  0.48
O: 0.49 2.97 -1.76  -0.95
H: 1.02 3.29 -1.03  0.45
H: -0.26 2.55 -1.35  0.48

---

The calculated energies rank the structures as follows, beginning with the most stable: version ii, version i.

---

Version i
Molecular formula: H12O6
Method: DFT, the ωB97M-V functional and the def2-TZVPD basis

Results
E_LUMO, eV: -0.216
SMILES: O.O.O.O.O.O
Highest occupied orbital energy, eV: -10.524
2S+1: 1

Each line ends with the natural charge from an NBO analysis.
Element x y z (Å)
O: 1.43 0.30 2.62  -0.96
H: 1.17 0.78 3.41  0.47
H: 0.68 -0.30 2.44  0.48
O: 1.25 1.48 -3.02  -0.97
H: 1.04 2.40 -2.83  0.47
H: 1.23 1.04 -2.14  0.49
O: -0.91 2.29 0.20  -0.96
H: -0.18 1.71 -0.07  0.49
H: -1.71 1.87 -0.14  0.46
O: 0.92 0.14 -0.56  -1.00
H: 0.92 -0.15 0.37  0.50
H: 0.25 -0.42 -1.00  0.50
O: -1.09 -1.59 -1.48  -0.95
H: -1.83 -1.61 -2.09  0.49
H: -0.90 -2.52 -1.29  0.48
O: -0.67 -1.48 1.67  -0.95
H: -0.58 -2.37 1.33  0.48
H: -1.01 -1.59 2.57  0.48

---

Version ii
Molecular formula: H12O6
Method: DFT, the ωB97M-V functional and the def2-TZVPD basis

Results
E_LUMO, eV: 0.112
SMILES: O.O.O.O.O.O
Highest occupied orbital energy, eV: -10.470
2S+1: 1

Each line ends with the natural charge from an NBO analysis.
Element x y z (Å)
O: -1.69 2.03 1.61  -0.93
H: -0.85 1.57 1.49  0.47
H: -1.78 2.14 2.57  0.46
O: -2.50 0.72 -1.81  -0.95
H: -2.53 0.34 -2.70  0.46
H: -1.71 0.33 -1.40  0.49
O: 0.08 0.19 -0.60  -0.99
H: 0.69 -0.57 -0.71  0.50
H: 0.64 0.92 -0.34  0.49
O: 1.68 -2.09 0.13  -0.96
H: 2.62 -2.20 0.30  0.48
H: 1.28 -2.96 0.29  0.48
O: 3.40 1.49 -0.42  -0.95
H: 4.03 1.54 0.31  0.47
H: 3.52 2.31 -0.91  0.48
O: -2.65 -2.03 0.66  -0.94
H: -2.09 -2.28 1.40  0.46
H: -2.12 -1.43 0.13  0.48

---

Version iii
Molecular formula: H12O6
Method: DFT, the ωB97M-V functional and the def2-TZVPD basis

Results
E_LUMO, eV: 0.165
SMILES: O.O.O.O.O.O
Highest occupied orbital energy, eV: -10.750
2S+1: 1

Each line ends with the natural charge from an NBO analysis.
Element x y z (Å)
O: 21.33 19.04 -11.44  -0.93
H: 20.46 18.72 -11.54  0.48
H: 21.68 18.57 -10.64  0.47
O: 18.47 18.90 -15.29  -0.97
H: 18.00 19.66 -15.00  0.48
H: 19.44 19.03 -15.23  0.49
O: 21.24 17.66 -14.80  -0.96
H: 20.50 17.06 -14.70  0.48
H: 21.67 17.62 -13.96  0.48
O: 22.29 16.35 -12.05  -0.96
H: 22.87 16.07 -11.34  0.47
H: 22.08 17.25 -11.85  0.47
O: 19.32 15.23 -15.05  -0.96
H: 20.29 15.11 -14.99  0.48
H: 19.08 15.19 -16.02  0.49
O: 16.66 16.63 -15.36  -0.95
H: 17.59 16.73 -15.35  0.48
H: 16.41 16.13 -14.61  0.46

---

Version iv
Molecular formula: H12O6
Method: DFT, the ωB97M-V functional and the def2-TZVPD basis

Results
E_LUMO, eV: 0.388
SMILES: O.O.O.O.O.O
Highest occupied orbital energy, eV: -11.100
2S+1: 1

Each line ends with the natural charge from an NBO analysis.
Element x y z (Å)
H: 1.01 -0.29 -1.31  0.47
H: -0.45 -0.37 -0.90  0.47
H: -5.78 0.93 1.20  0.46
H: -4.31 0.64 0.93  0.47
H: 2.31 -3.02 -0.16  0.48
H: 3.78 -3.01 -0.57  0.46
H: -0.14 2.69 -0.95  0.47
H: 0.69 3.94 -0.75  0.47
H: -3.17 -1.97 0.99  0.47
H: -3.54 -2.12 -0.48  0.48
H: 4.85 0.71 1.57  0.47
H: 3.94 1.25 0.47  0.47
O: 0.38 -0.86 -0.86  -0.94
O: -5.08 1.07 0.55  -0.94
O: 3.14 -2.55 -0.02  -0.94
O: 0.77 3.00 -0.95  -0.94
O: -3.01 -1.58 0.12  -0.94
O: 4.61 1.53 1.11  -0.94

---

The calculated energies rank the structures as follows, beginning with the most stable: version i, version ii, version iii, version iv.